This record from the OMol25 dataset describes 3 unconnected molecules or ions with the total composition C31H18F5O5. The level of theory is ωB97M-V/def2-TZVPD.

Its HOMO-LUMO gap is 2.27 eV. The value obtained for the lowest unoccupied orbital energy is 0.27 eV. The HOMO energy comes out at -2.0 eV. Its net charge is -1. The energy is -56261.516 eV.

Positions of all 59 atoms, in Å:
O 6.911 -6.158 0.205
C 6.475 -4.749 0.195
C 7.687 -3.706 0.555
F 8.680 -4.244 1.548
F 8.469 -3.513 -0.719
C 7.163 -2.189 0.975
F 5.973 -1.757 0.170
F 6.741 -2.106 2.416
F 8.346 -1.288 0.800
H 6.208 -6.629 -0.368
H 6.201 -4.541 -0.947
C -2.615 -3.184 -0.431
C -1.654 -3.934 0.246
C -0.303 -3.599 0.137
C 0.089 -2.517 -0.661
C -0.871 -1.783 -1.357
C -2.227 -2.110 -1.233
C -0.465 -0.671 -2.241
O -1.307 -0.023 -2.850
C 0.971 -0.357 -2.388
C 1.373 0.656 -3.267
C 2.728 0.968 -3.401
C 3.681 0.278 -2.653
C 3.283 -0.736 -1.781
C 1.926 -1.061 -1.655
C 1.518 -2.159 -0.757
O 2.355 -2.770 -0.102
H -3.669 -3.440 -0.338
H -1.955 -4.779 0.861
H 0.442 -4.185 0.672
H -2.983 -1.533 -1.762
H 0.635 1.202 -3.852
H 3.039 1.752 -4.088
H 4.735 0.525 -2.752
H 4.033 -1.275 -1.203
C -4.703 2.872 4.978
C -4.699 4.257 4.817
C -4.439 4.814 3.564
C -4.169 3.982 2.470
C -4.149 2.598 2.637
C -4.428 2.041 3.891
C -3.817 1.713 1.501
O -3.802 0.497 1.646
C -3.494 2.316 0.192
C -3.121 1.492 -0.878
C -2.828 2.052 -2.123
C -2.915 3.432 -2.305
C -3.281 4.256 -1.240
C -3.562 3.697 0.014
C -3.913 4.579 1.144
O -3.985 5.792 0.986
H -4.915 2.438 5.953
H -4.901 4.905 5.667
H -4.443 5.896 3.445
H -4.427 0.960 4.026
H -3.054 0.413 -0.745
H -2.534 1.411 -2.951
H -2.693 3.868 -3.277
H -3.342 5.332 -1.388